1.
Here is 2 unconnected molecules or ions with the total composition C4H12 in a non-equilibrium geometry from the OMol25 dataset. Energies are from ωB97M-V/def2-TZVPD.

Kohn-Sham gap = 0.434 Eh
Net charge = 0
SMILES = CC.CC

Each line ends with the Löwdin charge.
Geometry (Å):
C (-0.698, -1.075, -2.290)  -0.177
C (0.703, -0.413, -2.499)  -0.182
H (-1.086, -0.504, -1.327)  0.079
H (-1.565, -0.696, -2.988)  0.083
H (-0.675, -2.151, -2.299)  0.038
H (0.924, 0.019, -3.481)  0.051
H (0.791, 0.447, -1.792)  0.060
H (1.436, -1.200, -2.470)  0.047
C (0.424, 0.329, 1.870)  -0.224
C (-0.264, 1.101, 2.845)  -0.250
H (1.380, -0.021, 2.236)  0.070
H (-0.111, -0.662, 1.776)  0.083
H (0.215, 0.862, 0.895)  0.082
H (-1.299, 0.810, 3.246)  0.089
H (-0.373, 2.149, 2.438)  0.084
H (0.197, 1.006, 3.840)  0.066

---

2.
Here is a molecular structure, C33H34N4O2P2S3V in a non-equilibrium geometry from the OMol25 dataset. Energies are from ωB97M-V/def2-TZVPD.

Kohn-Sham gap (alpha / beta) = 0.134 / 0.206 Eh
Net charge = 0
2S+1 = 4
Expectation value of S² = 3.7719

Each line ends with the Löwdin charge.
Geometry (Å):
V (1.088, 0.217, 2.121)  0.475
S (2.194, -1.630, 6.089)  1.081
C (0.829, -0.639, 6.398)  -0.476
C (0.280, -0.144, 7.612)  -0.094
C (-0.778, 0.752, 7.638)  -0.120
C (-1.451, 1.091, 6.473)  -0.097
C (-0.898, 0.701, 5.263)  -0.012
C (0.246, -0.137, 5.186)  -0.237
N (0.989, -0.523, 4.061)  -0.027
C (2.098, -1.181, 4.380)  -0.469
C (3.152, -1.258, 3.342)  -0.263
C (4.086, -2.253, 3.342)  -0.068
C (4.986, -2.340, 2.265)  -0.115
C (4.926, -1.440, 1.232)  -0.120
C (3.954, -0.436, 1.233)  -0.125
C (2.969, -0.353, 2.224)  -0.227
H (0.735, -0.307, 8.597)  0.106
H (-1.131, 1.119, 8.581)  0.092
H (-2.385, 1.713, 6.481)  0.118
H (-1.340, 0.977, 4.309)  0.106
H (4.244, -2.834, 4.272)  0.108
H (5.721, -3.131, 2.242)  0.088
H (5.666, -1.563, 0.432)  0.094
H (3.898, 0.301, 0.430)  0.081
S (-1.396, -1.375, -1.927)  0.090
P (-1.560, -1.554, 0.041)  0.129
S (0.272, -1.584, 1.045)  0.372
C (-2.079, -3.278, 0.248)  -0.400
C (-1.447, -4.256, 1.046)  -0.120
C (-1.887, -5.547, 1.016)  -0.114
C (-2.986, -5.946, 0.263)  -0.105
C (-3.687, -4.998, -0.473)  -0.108
C (-3.255, -3.668, -0.490)  -0.110
C (-2.809, -0.550, 0.832)  -0.373
C (-3.262, 0.644, 0.179)  -0.096
C (-4.283, 1.389, 0.732)  -0.093
C (-4.927, 0.959, 1.897)  -0.083
C (-4.546, -0.258, 2.431)  -0.095
C (-3.493, -1.006, 1.938)  -0.080
H (-0.604, -3.985, 1.681)  0.061
H (-1.367, -6.298, 1.572)  0.093
H (-3.180, -7.048, 0.181)  0.112
H (-4.626, -5.306, -0.974)  0.105
H (-3.871, -3.012, -1.113)  0.095
H (-2.836, 0.874, -0.777)  0.064
H (-4.570, 2.337, 0.265)  0.101
H (-5.664, 1.534, 2.469)  0.105
H (-4.992, -0.608, 3.307)  0.082
H (-3.261, -1.952, 2.408)  0.115
C (2.113, 0.598, -6.342)  -0.131
N (2.552, 1.442, -5.126)  -0.092
C (2.775, 2.886, -5.598)  -0.134
N (1.633, 3.439, -6.317)  -0.141
C (1.288, 2.509, -7.436)  -0.154
N (0.942, 1.127, -6.991)  -0.153
C (-0.298, 1.114, -6.157)  -0.314
P (-0.096, 2.057, -4.590)  1.023
C (1.530, 1.433, -4.016)  -0.275
C (0.486, 3.670, -5.373)  -0.310
H (2.003, -0.526, -6.031)  0.181
H (2.914, 0.603, -7.094)  0.133
H (3.530, 1.085, -4.752)  0.235
H (3.680, 2.846, -6.234)  0.144
H (3.060, 3.514, -4.761)  0.134
H (2.120, 2.463, -8.156)  0.132
H (0.416, 2.924, -7.954)  0.131
H (-0.512, 0.082, -5.875)  0.090
H (-1.169, 1.478, -6.724)  0.100
H (1.369, 0.425, -3.668)  0.089
H (1.942, 2.002, -3.212)  0.096
H (0.865, 4.358, -4.567)  0.100
H (-0.443, 4.121, -5.794)  0.093
C (-0.321, 3.749, 1.413)  0.000
C (0.243, 2.417, 1.716)  -0.641
O (-0.493, 1.352, 1.554)  -0.164
O (1.468, 2.263, 2.031)  -0.077
H (0.466, 4.408, 0.992)  0.091
H (-0.671, 4.243, 2.334)  0.094
H (-1.153, 3.706, 0.726)  0.073

---

3.
Here is a single C5H3NO2 molecule in a non-equilibrium geometry from the OMol25 dataset. Energies are from ωB97M-V/def2-TZVPD.

Kohn-Sham gap = 0.356 Eh
Net charge = 0
SMILES = N#CC(=O)/C=C\C=O

Each line ends with the Löwdin charge.
Geometry (Å):
N (1.807, 1.590, -0.788)  0.180
C (1.481, 0.539, -0.319)  -0.116
C (0.827, -0.716, 0.121)  -0.335
O (1.285, -1.346, 1.085)  0.104
C (-0.404, -1.038, -0.836)  -0.016
C (-1.615, -0.507, -0.816)  -0.038
C (-1.856, 0.596, 0.294)  -0.156
O (-0.983, 1.004, 1.100)  0.017
H (-0.339, -1.895, -1.520)  0.118
H (-2.454, -0.698, -1.582)  0.135
H (-2.874, 0.956, 0.475)  0.107